Entry 1:
Below is a 2-piece molecular cluster, C2H3ClF2S overall at a distorted geometry, with properties calculated with ωB97M-V/def2-TZVPD.

Geometry as XYZ:
```
9
Properties=species:S:1:pos:R:3:mulliken_charge:R:1
C -0.05 0.75 -1.48 0.08
C 0.30 0.08 2.07 -0.04
F -1.30 0.43 -1.15 -0.21
F 0.85 -0.09 -0.95 -0.16
S 1.27 -1.33 1.78 -0.04
Cl -1.40 -0.32 2.17 -0.09
H 0.07 1.77 -1.08 0.16
H -0.08 0.77 -2.67 0.16
H 0.33 -2.05 1.31 0.14
```

The HOMO-LUMO gap is 8.730 eV. Its charge is 0. Its energy above the lowest of the compared OMol25 structures with the same formula, charge and spin is 318.9 kJ/mol. The spin multiplicity is 1. For the maximum force, the calculation gives 0.0742 Eh/bohr.

Entry 2:
Below is a 13-piece molecular cluster, C26H75N6O14 overall at a distorted geometry, with properties calculated with ωB97M-V/def2-TZVPD.

Geometry as XYZ:
```
121
Properties=species:S:1:pos:R:3:mulliken_charge:R:1
C -0.34 -0.80 -0.12 0.54
C 0.73 0.21 0.36 0.81
O 0.95 0.40 1.59 1.00
O 1.19 0.94 -0.51 1.05
H -0.11 -1.46 -1.00 0.50
H -1.27 -0.28 -0.33 -0.95
H -0.64 -1.44 0.77 -0.92
C 2.13 3.05 -3.09 -0.96
O 2.20 4.46 -3.38 -0.53
H 1.34 2.69 -3.66 0.66
H 1.99 2.91 -2.02 -0.16
H 3.05 2.52 -3.41 0.44
H 2.57 4.61 -4.26 0.28
C -0.99 -4.81 -0.77 -0.38
O -0.47 -4.05 -1.76 -0.36
H -1.80 -5.43 -1.21 0.37
H -1.42 -4.14 -0.04 -0.01
H -0.21 -5.49 -0.42 0.22
H -1.21 -3.69 -2.23 0.27
C -2.33 -1.17 -2.97 0.17
O -1.28 -1.98 -3.49 -0.67
H -2.62 -1.45 -1.92 -0.16
H -3.14 -1.28 -3.69 0.51
H -1.99 -0.10 -2.96 -0.02
H -0.50 -1.88 -2.96 -0.65
C 3.46 -0.15 3.45 0.22
O 4.46 -0.49 4.31 -0.85
N 3.02 1.09 3.31 -0.10
N 2.85 -0.91 2.62 -0.06
H 3.26 1.79 4.01 0.25
H 2.47 1.31 2.48 0.04
H 2.94 -1.93 2.70 -0.24
H 2.07 -0.43 2.15 0.20
C -2.98 -3.05 3.46 0.17
O -4.04 -3.85 3.82 -0.78
N -2.11 -3.37 2.44 -0.03
N -2.86 -1.86 3.92 -0.10
H -2.07 -4.30 2.08 0.19
H -1.38 -2.79 2.15 -0.14
H -3.25 -1.68 4.86 0.25
H -2.25 -1.25 3.53 0.25
C 4.78 0.59 -0.49 0.50
O 4.70 1.34 -1.68 -0.72
N 3.75 -0.01 0.07 0.16
N 5.89 0.54 0.12 -0.35
H 2.85 0.42 -0.28 -0.40
H 3.75 -0.28 1.06 0.36
H 6.65 1.06 -0.26 0.25
H 6.11 -0.12 0.86 0.20
C 3.53 4.52 -0.53 -1.62
C 2.30 4.47 0.34 1.32
C 2.38 3.32 1.30 0.19
O 2.10 5.46 1.09 -0.63
H 3.78 3.60 -1.07 0.17
H 4.48 4.82 0.00 0.34
H 3.46 5.28 -1.30 0.41
H 1.48 4.33 -0.41 -0.28
H 1.43 2.79 1.32 -0.44
H 2.64 3.54 2.38 0.19
H 3.11 2.55 1.01 -0.10
H 1.16 5.67 1.24 0.41
C -2.88 3.74 -1.20 -1.96
C -1.68 2.77 -1.30 2.99
C -1.10 2.99 -2.78 -1.13
O -0.80 2.97 -0.45 -0.53
H -3.69 3.57 -1.96 0.22
H -2.37 4.70 -1.30 0.60
H -3.30 3.90 -0.24 0.41
H -2.07 1.74 -1.20 -1.42
H -0.44 3.86 -2.89 0.30
H -1.86 3.12 -3.56 0.56
H -0.57 2.13 -3.05 -0.14
H -0.30 2.23 -0.31 -0.88
C -2.82 0.70 1.71 -1.82
C -1.81 0.99 2.83 1.08
C -2.45 1.46 4.17 -1.65
O -1.08 0.02 3.08 -0.33
H -3.08 1.50 1.13 0.89
H -3.78 0.66 2.11 0.82
H -2.70 -0.21 1.18 0.09
H -1.17 1.70 2.32 -0.05
H -1.86 2.14 4.78 0.45
H -2.35 0.60 4.83 0.27
H -3.33 1.99 4.31 0.43
H -0.23 0.18 2.74 -0.30
C -6.98 -0.41 -1.82 -1.54
C -5.55 -0.54 -1.26 0.48
C -4.78 0.77 -1.29 -0.34
O -5.51 -0.88 -0.09 -0.48
H -7.05 -0.08 -2.91 0.29
H -7.44 0.15 -1.04 0.41
H -7.49 -1.40 -1.82 0.37
H -4.99 -1.12 -1.96 0.23
H -4.88 1.35 -0.38 0.39
H -4.86 1.32 -2.24 0.35
H -3.78 0.47 -1.21 -0.61
H -5.10 -1.77 -0.10 0.40
C 1.97 -1.93 -2.76 -1.03
C 2.00 -0.51 -3.24 1.79
C 2.20 -0.48 -4.77 -2.10
O 0.96 0.15 -2.97 -0.46
H 2.77 -2.49 -3.19 0.72
H 1.01 -2.37 -3.04 0.52
H 2.13 -1.94 -1.69 0.03
H 2.87 0.15 -2.87 -0.42
H 1.95 0.49 -5.09 0.49
H 1.42 -1.00 -5.31 0.45
H 3.17 -0.80 -5.16 0.36
H 1.11 0.31 -1.95 -0.57
C 1.57 -5.21 3.32 -1.46
C 2.39 -4.24 2.45 0.67
C 1.41 -3.28 1.67 -1.64
O 3.17 -3.68 3.21 -0.45
H 1.23 -4.94 4.33 0.29
H 2.14 -6.12 3.43 0.46
H 0.64 -5.39 2.75 0.29
H 2.89 -4.86 1.67 0.33
H 1.92 -2.65 0.96 0.56
H 0.84 -2.64 2.40 0.35
H 0.78 -3.86 1.11 0.27
H 3.81 -4.40 3.32 0.44
```

The HOMO-LUMO gap is 8.620 eV. Its charge is -1. Its energy above the lowest of the compared OMol25 structures with the same formula, charge and spin is 258.2 kJ/mol. The spin multiplicity is 1. For the maximum force, the calculation gives 0.2418 Eh/bohr.

Entry 3:
Below is C39H19CoN9O4 as an isolated structure, with properties calculated with ωB97M-V/def2-TZVPD.

Geometry as XYZ:
```
72
Properties=species:S:1:pos:R:3:lowdin_spin:R:1
Co 0.54 0.28 -0.17 0.00
C 2.53 -5.82 -2.15 0.04
C 1.82 -6.36 -1.06 0.02
C 1.07 -5.55 -0.23 0.02
C 1.04 -4.17 -0.49 0.06
C 0.35 -3.09 0.15 0.19
N -0.63 -3.42 1.05 0.06
C -1.37 -2.42 1.54 0.03
C -2.54 -2.16 2.29 0.06
C -3.35 -3.04 3.02 0.01
C -4.51 -2.62 3.62 0.09
C -4.93 -1.26 3.47 0.01
C -4.25 -0.34 2.75 0.07
C -3.02 -0.70 2.02 0.02
C -1.85 0.43 1.85 0.09
N -1.90 1.84 1.91 0.14
C -1.10 2.50 1.12 0.03
N -0.15 2.08 0.17 0.08
C 0.13 3.12 -0.66 0.16
N 0.69 3.07 -1.86 -0.02
C 1.03 1.93 -2.44 0.18
N 0.96 0.65 -1.95 0.04
C 1.57 -0.21 -2.79 0.09
N 1.88 -1.47 -2.64 0.10
C 1.49 -2.22 -1.58 0.14
N 0.76 -1.87 -0.51 0.01
C 1.75 -3.65 -1.58 0.07
C 2.49 -4.47 -2.42 0.01
C 1.96 0.54 -4.00 0.04
C 2.54 0.14 -5.19 0.00
C 2.77 1.11 -6.16 0.04
C 2.43 2.45 -5.93 0.01
C 1.86 2.85 -4.73 0.03
C 1.62 1.88 -3.77 0.03
C -0.45 4.34 -0.12 0.02
C -0.39 5.67 -0.53 0.02
C -1.08 6.61 0.22 0.00
C -1.83 6.23 1.34 0.03
C -1.91 4.90 1.73 -0.01
C -1.20 3.96 1.00 0.04
N -0.85 -1.21 1.17 0.08
H 3.10 -6.49 -2.79 0.00
H 1.86 -7.42 -0.87 0.00
H 0.51 -5.95 0.60 0.00
H -3.03 -4.07 3.11 0.00
H -5.12 -3.31 4.20 0.01
H -5.84 -0.94 3.98 0.00
H -4.58 0.68 2.66 0.00
H 3.01 -4.04 -3.27 0.00
H 2.80 -0.89 -5.35 0.00
H 3.22 0.83 -7.10 0.00
H 2.62 3.18 -6.71 0.00
H 1.59 3.88 -4.55 0.00
H 0.19 5.94 -1.40 0.00
H -1.04 7.65 -0.07 0.00
H -2.36 6.99 1.90 0.00
H -2.50 4.60 2.58 0.00
O 3.98 0.99 1.73 0.00
C 2.85 0.71 1.37 -0.01
O 2.42 0.62 0.16 -0.01
C 1.76 0.37 2.37 0.02
C 1.91 0.02 3.71 0.28
C 0.78 -0.51 4.37 0.02
C -0.41 -0.69 3.71 0.21
C -0.54 -0.28 2.31 0.06
N 0.61 0.30 1.77 0.20
C -1.80 -0.28 0.46 0.01
O -3.14 -0.70 0.53 0.03
O -1.31 0.09 -0.69 0.02
H 2.88 0.10 4.18 0.02
H 0.86 -0.80 5.41 -0.01
H -1.26 -1.12 4.21 0.01
```

The HOMO-LUMO gap (alpha / beta) is 4.693 / 4.855 eV. Its charge is -2. Its energy above the lowest of the compared OMol25 structures with the same formula, charge and spin is 215.4 kJ/mol. The spin multiplicity is 4. For the maximum force, the calculation gives 0.0189 Eh/bohr.

Entry 4:
Below is the molecule C26H51FNO, with properties calculated with ωB97M-V/def2-TZVPD.

Geometry as XYZ:
```
80
Properties=species:S:1:pos:R:3:lowdin_spin:R:1
C -0.53 3.06 -8.38 0.00
C -0.84 1.71 -7.74 0.00
C 0.17 1.32 -6.66 0.00
C -0.05 -0.09 -6.10 0.00
C 0.21 -0.20 -4.60 0.00
C 0.29 -1.64 -4.08 0.00
C -0.75 -1.95 -3.00 0.00
C -0.60 -3.34 -2.40 0.00
C -1.64 -3.65 -1.33 0.00
C -1.40 -2.88 -0.02 0.00
C -0.96 -3.77 1.16 0.00
C -1.26 -3.16 2.55 0.00
C -0.09 -3.18 3.55 0.00
C -0.04 -2.00 4.53 0.00
C 0.98 -0.88 4.28 0.00
C 0.77 0.18 3.16 0.00
C 0.92 -0.49 1.79 0.00
C 2.20 -1.25 1.50 0.00
F 0.83 0.51 0.79 0.00
C 1.88 1.26 3.34 0.00
C 1.56 2.76 3.17 0.03
C 1.93 3.26 1.77 0.02
C 2.39 3.54 4.20 0.00
N 0.14 3.07 3.46 0.40
O -0.13 4.32 3.53 0.49
C -0.98 2.21 3.02 0.03
C -1.33 2.47 1.53 0.02
C -2.19 2.60 3.88 0.00
C -0.65 0.74 3.34 0.00
H 0.52 3.13 -8.68 0.00
H -0.73 3.88 -7.68 0.00
H -1.14 3.23 -9.27 0.00
H -0.87 0.93 -8.51 0.00
H -1.83 1.74 -7.28 0.00
H 0.13 2.05 -5.85 0.00
H 1.18 1.39 -7.09 0.00
H -1.08 -0.40 -6.31 0.00
H 0.60 -0.81 -6.62 0.00
H -0.58 0.34 -4.07 0.00
H 1.14 0.34 -4.37 0.00
H 0.13 -2.34 -4.91 0.00
H 1.28 -1.85 -3.68 0.00
H -1.75 -1.86 -3.43 0.00
H -0.69 -1.19 -2.21 0.00
H 0.40 -3.44 -1.97 0.00
H -0.66 -4.08 -3.21 0.00
H -1.65 -4.72 -1.13 0.00
H -2.63 -3.40 -1.73 0.00
H -2.29 -2.32 0.27 0.00
H -0.63 -2.13 -0.20 0.00
H 0.11 -3.98 1.09 0.00
H -1.46 -4.73 1.07 0.00
H -2.09 -3.70 3.00 0.00
H -1.61 -2.13 2.43 0.00
H 0.86 -3.28 3.03 0.00
H -0.18 -4.10 4.15 0.00
H 0.19 -2.38 5.53 0.00
H -1.05 -1.57 4.61 0.00
H 1.04 -0.30 5.21 0.00
H 1.97 -1.33 4.16 0.00
H 0.06 -1.14 1.62 0.00
H 2.12 -1.72 0.52 0.00
H 2.40 -2.02 2.23 0.00
H 3.05 -0.57 1.46 0.00
H 2.30 1.13 4.34 0.00
H 2.69 1.05 2.65 0.00
H 1.71 4.32 1.69 0.00
H 3.00 3.12 1.62 0.00
H 1.40 2.72 0.99 0.00
H 3.42 3.18 4.18 0.00
H 1.98 3.40 5.20 0.00
H 2.39 4.60 3.98 0.00
H -1.06 1.63 0.90 0.00
H -2.40 2.65 1.43 0.00
H -0.82 3.36 1.17 0.00
H -1.91 2.62 4.93 0.00
H -2.56 3.58 3.60 0.00
H -2.98 1.86 3.73 0.00
H -1.36 0.14 2.77 0.00
H -0.92 0.60 4.39 0.00
```

The HOMO-LUMO gap (alpha / beta) is 8.561 / 9.952 eV. Its charge is 0. The spin multiplicity is 2. For the maximum force, the calculation gives 0.0071 Eh/bohr.

Entry 5:
Below is a 2-piece molecular cluster, C22H28F3N3O5S2 overall at a distorted geometry, with properties calculated with ωB97M-V/def2-TZVPD.

Geometry as XYZ:
```
63
Properties=species:S:1:pos:R:3:mulliken_charge:R:1
C 2.85 -3.81 0.31 -1.24
C 2.77 -2.38 0.38 -0.48
C 2.46 -0.74 0.50 1.95
C 3.08 -0.21 -0.96 -0.24
C 3.85 -1.12 -1.90 -0.86
C 0.86 -0.39 0.69 -0.87
C 0.67 1.17 0.23 -0.80
C 0.09 1.32 -1.34 -0.48
N -1.00 2.36 -1.46 -0.61
C 0.24 -0.78 2.17 -0.06
C -1.33 -0.23 2.39 -0.75
C -2.39 -0.93 1.30 -0.48
C -2.49 -0.53 -0.13 0.11
C 0.14 -2.38 2.47 0.73
F -0.97 -2.78 3.41 -0.30
F 1.34 -3.02 3.07 -0.22
F -0.16 -3.18 1.22 -0.26
S 1.37 0.17 3.39 1.36
O 1.62 -0.58 4.72 -0.63
O 0.54 1.44 3.80 -0.72
O 2.76 0.79 2.63 -0.38
C 3.42 -0.16 1.73 -0.01
S 4.76 0.87 0.83 -0.23
N 4.19 -1.23 2.46 -0.23
C 5.24 -0.68 3.40 -0.35
C 6.80 -1.06 2.92 -0.80
H 3.03 -4.97 0.27 0.35
H 2.91 0.88 -1.38 0.21
H 4.98 -1.40 -1.72 0.22
H 3.29 -1.50 -2.86 0.24
H 0.29 -1.05 -0.12 0.76
H 1.67 1.81 0.24 0.33
H -0.08 1.81 0.86 0.58
H -0.25 0.27 -1.78 0.18
H 0.97 1.67 -2.06 0.32
H -0.53 3.31 -1.40 0.29
H -1.67 2.28 -0.66 0.27
H -1.70 -0.37 3.52 0.47
H -1.46 0.92 2.22 0.41
H -3.09 -1.76 1.78 0.28
H -3.00 0.47 -0.50 -0.13
H -2.01 -1.26 -0.93 0.26
H 4.39 2.22 0.96 0.18
H 3.59 -1.84 3.06 0.30
H 5.14 0.46 3.66 0.25
H 5.12 -1.25 4.44 0.35
H 7.42 -0.06 3.08 0.22
H 6.82 -1.45 1.81 0.24
H 7.25 -1.85 3.69 0.30
O -4.73 1.34 -1.03 -0.64
N -4.98 0.58 -1.97 1.07
O -4.71 -0.63 -1.98 -0.55
C -5.62 1.14 -3.16 0.08
C -5.90 2.51 -3.22 -0.25
C -6.49 3.05 -4.36 -0.48
C -6.80 2.22 -5.45 -0.37
C -6.52 0.85 -5.39 -0.49
C -5.93 0.31 -4.25 -0.26
H -5.67 3.17 -2.38 0.41
H -6.71 4.11 -4.42 0.36
H -7.25 2.64 -6.34 0.36
H -6.77 0.21 -6.23 0.36
H -5.72 -0.76 -4.22 0.42
```

The HOMO-LUMO gap is 6.374 eV. Its charge is 0. Its energy above the lowest of the compared OMol25 structures with the same formula, charge and spin is 2566.3 kJ/mol. As for the SMILES: C#C[C@@]1(C=C)[C@H](CCN)[C@@](CC=C)(C(F)(F)F)S(=O)(=O)O[C@@]1(S)NCC.O=[N+]([O-])c1ccccc1. The spin multiplicity is 1. For the maximum force, the calculation gives 0.1962 Eh/bohr.